(1)
{"formula": "C3H13O3S", "method": "ωB97M-V with the def2-TZVPD basis set", "total_charge": -1, "gap_ev": 6.239, "symbols": ["S", "O", "O", "O", "C", "C", "C", "H", "H", "H", "H", "H", "H", "H", "H", "H", "H", "H", "H", "H"], "xyz": [[2.92922, -1.23065, 0.12558], [0.68692, -1.67424, -1.92316], [-1.97593, -1.01833, -1.41372], [-5.19750, 1.34447, -0.39346], [0.37354, 0.30232, 1.62026], [1.77601, 0.90028, 1.43107], [2.49338, 0.55385, 0.10576], [-0.26639, 1.06764, 2.07621], [-2.48402, -1.78286, -1.68179], [1.86265, 0.71037, -0.76948], [-0.13328, -0.13991, 0.76655], [0.41271, -0.47395, 2.38948], [-5.10520, 0.82269, 0.40717], [3.36114, 1.20513, 0.00017], [1.08886, -1.48637, -2.76927], [-4.33155, 1.11391, -0.78159], [-1.03468, -1.18700, -1.64092], [1.42058, -1.51422, -1.24188], [1.72203, 1.99996, 1.47488], [2.40151, 0.48690, 2.21814]], "forces_ev_per_a": [[0.20, 0.17, -0.30], [-0.33, 0.08, 0.15], [-0.14, 0.50, 0.06], [0.97, -0.45, -0.13], [-0.10, 0.12, 1.04], [-0.05, 0.14, -1.22], [-0.32, -0.79, 0.67], [-0.19, -0.01, -0.29], [0.18, -0.23, -0.09], [-0.25, 0.32, 0.07], [0.24, 0.20, -0.32], [0.04, -0.18, -0.23], [-0.45, 0.01, 0.42], [0.21, -0.08, 0.00], [0.20, 0.08, -0.20], [-0.42, 0.38, -0.31], [-0.03, -0.23, 0.09], [0.01, -0.30, 0.06], [0.01, -0.14, 0.36], [0.23, 0.41, 0.17]]}

(2)
{"formula": "C2H9NO2", "method": "ωB97M-V with the def2-TZVPD basis set", "total_charge": 1, "spin_multiplicity": 2, "gap_ev": [10.801, 7.031], "symbols": ["O", "O", "N", "C", "C", "H", "H", "H", "H", "H", "H", "H", "H", "H"], "xyz": [[2.12645, 0.35281, 1.09845], [0.99126, 0.92743, -2.01375], [-0.87026, 0.03540, 0.66836], [-1.15586, 0.88781, -0.17121], [-0.96384, -1.43545, 0.71072], [1.50109, 0.52973, -1.29264], [0.83757, 0.14072, -2.55775], [-1.64829, 0.79220, -1.13359], [-0.92359, 1.93376, 0.11012], [-1.81887, -1.72689, 1.28121], [-0.07223, -1.83606, 1.19206], [1.55708, 0.97135, 0.62365], [-1.11424, -1.65721, -0.34321], [1.55375, 0.08441, 1.82759]], "forces_ev_per_a": [[-0.77, -0.06, -0.26], [-0.36, -0.77, 0.56], [-0.85, -1.65, -1.06], [0.58, 2.09, 0.95], [0.46, 1.06, 0.62], [0.38, 0.24, -0.15], [0.01, 0.35, -0.37], [-0.09, -0.62, -0.22], [-0.07, -0.22, -0.19], [-0.62, -0.01, 0.40], [0.10, -0.13, -0.54], [0.44, 0.31, 0.12], [0.36, -0.51, -0.16], [0.42, -0.06, 0.28]]}

(3)
{"formula": "C26H36N6OS", "method": "ωB97M-V with the def2-TZVPD basis set", "gap_ev": 8.395, "smiles": "Cc1ccc(Cc2c(C)nc3nc(SCC(=O)NCCCN4CCCCCC4)nn3c2C)cc1", "symbols": ["S", "O", "N", "N", "N", "N", "N", "N", "C", "C", "C", "C", "C", "C", "C", "C", "C", "C", "C", "C", "C", "C", "C", "C", "C", "C", "C", "C", "C", "C", "C", "C", "C", "C", "H", "H", "H", "H", "H", "H", "H", "H", "H", "H", "H", "H", "H", "H", "H", "H", "H", "H", "H", "H", "H", "H", "H", "H", "H", "H", "H", "H", "H", "H", "H", "H", "H", "H", "H", "H"], "xyz": [[-1.80406, -1.56727, -4.48514], [-3.78663, -4.04404, -3.10370], [2.19780, -2.04816, -1.47010], [0.95615, -0.22138, -2.32383], [-0.10185, -0.03650, -3.11534], [0.29483, -2.24624, -2.89575], [-2.37509, -0.43633, 0.16351], [-1.74630, -3.99669, -2.11699], [1.97168, 1.55206, 3.07071], [-2.71597, -1.66495, -0.52847], [-1.89465, -3.39418, -4.43441], [-0.99348, 1.87804, 1.03198], [1.19892, -1.58530, -2.18980], [1.38123, 2.13039, -1.91084], [2.99251, -1.17651, -0.88218], [1.36545, 3.53146, 4.50029], [1.96324, 2.92664, 3.26722], [-2.00160, 0.07786, 2.52961], [2.50554, 1.00193, 1.92036], [2.50694, 3.73541, 2.27724], [4.13810, -1.77515, -0.12956], [3.05342, 3.18597, 1.13244], [-3.02604, -0.29765, 1.45698], [-2.11471, 2.03793, 0.00342], [-2.21151, -4.13532, -0.75697], [3.06444, 1.81089, 0.93997], [1.72696, 0.69653, -1.71719], [-1.52143, 1.52102, 2.42059], [2.79437, 0.22203, -0.97495], [-2.51263, 0.72977, -0.68937], [-2.59194, -3.84235, -3.15191], [3.70118, 1.20829, -0.28988], [-0.46424, -1.27381, -3.43489], [-1.95312, -2.85978, 0.04876], [0.37877, 3.93805, 4.27544], [-2.43590, -1.54650, -1.57718], [-3.54321, 0.83373, -1.07672], [-3.28223, -4.34872, -0.80467], [3.48352, 3.83584, 0.38290], [-2.34228, 2.19770, 2.67293], [-1.69719, -4.98076, -0.28894], [-1.14806, -0.59456, 2.42608], [-2.98179, 2.47987, 0.49839], [-3.48306, -1.25171, 1.73294], [1.25154, 2.62015, -0.94769], [-1.80450, 2.73754, -0.77554], [3.95727, 2.00840, -0.98785], [1.25604, 2.78776, 5.28581], [-0.44372, 2.82031, 1.10936], [1.56080, 0.90022, 3.82842], [2.48628, -0.06990, 1.78798], [1.98502, 4.34625, 4.86956], [4.62948, 0.71458, 0.00127], [2.17762, 2.64367, -2.44943], [-3.79920, -1.87198, -0.50653], [-2.24723, -3.03107, 1.08479], [-2.49843, -3.66716, -5.29803], [-0.72808, 1.68037, 3.15309], [5.08045, -1.51231, -0.60900], [-0.88435, -2.63237, 0.03627], [-2.44125, -0.07829, 3.51771], [-0.29612, 1.10800, 0.70065], [4.16823, -1.42470, 0.89963], [2.50734, 4.80826, 2.40730], [0.46190, 2.19921, -2.48590], [-3.83029, 0.44965, 1.42602], [4.03043, -2.85569, -0.14037], [-1.85695, 0.57352, -1.55120], [-0.78650, -3.68025, -2.24046], [-0.88188, -3.78170, -4.51890]], "forces_ev_per_a": [[-0.42, -0.08, -0.35], [-0.48, 0.07, -0.08], [0.32, -0.47, 0.23], [0.40, -1.28, 0.28], [-0.88, 0.57, -0.71], [0.15, -0.22, -0.13], [-0.10, 0.06, -0.16], [0.27, -0.09, 0.26], [0.05, 0.02, 0.00], [0.25, -0.21, 0.13], [-0.02, 0.42, 0.19], [-0.12, 0.28, 0.07], [-0.23, 0.76, -0.18], [-0.14, -0.02, -0.07], [-0.16, -0.02, -0.12], [-0.06, 0.01, -0.04], [0.04, 0.01, 0.00], [-0.31, 0.22, 0.07], [0.04, 0.05, -0.05], [-0.04, -0.03, 0.06], [0.03, 0.02, 0.03], [0.03, -0.07, -0.01], [0.34, -0.14, 0.30], [0.09, -0.19, -0.06], [-0.13, -0.04, 0.28], [0.09, 0.11, 0.05], [0.41, 0.18, 0.26], [0.20, -0.26, -0.07], [-0.18, 0.06, -0.26], [-0.04, 0.15, -0.15], [0.44, -0.19, -0.33], [-0.13, -0.04, 0.03], [0.63, 0.10, 0.38], [-0.28, -0.03, -0.35], [-0.08, 0.03, 0.07], [-0.07, 0.01, 0.01], [0.05, -0.02, -0.02], [0.12, -0.07, 0.06], [0.05, 0.05, -0.10], [-0.02, 0.07, 0.04], [-0.14, 0.03, -0.01], [0.01, -0.10, 0.02], [-0.02, 0.08, -0.01], [-0.04, 0.05, -0.06], [0.00, 0.03, 0.06], [-0.08, 0.05, -0.02], [0.10, -0.01, 0.04], [-0.03, 0.00, 0.08], [0.07, 0.00, -0.02], [-0.06, -0.05, 0.09], [-0.01, -0.15, -0.02], [0.00, 0.05, 0.08], [0.02, 0.05, -0.12], [0.05, 0.04, -0.02], [0.02, 0.03, -0.05], [0.04, -0.02, 0.11], [0.03, -0.02, 0.08], [-0.04, 0.06, 0.08], [0.11, 0.03, 0.04], [0.05, 0.05, 0.07], [0.02, -0.04, 0.08], [0.17, -0.02, -0.04], [0.09, 0.04, 0.10], [0.00, 0.12, 0.02], [0.01, 0.10, 0.00], [-0.08, -0.05, -0.02], [0.01, 0.00, 0.02], [-0.12, 0.02, 0.04], [-0.23, -0.07, -0.14], [-0.04, -0.07, -0.07]]}

Respective energy above the lowest of the compared OMol25 structures with the same formula, charge and spin values: 0.654; 2.097; 0.000 eV.
Respective maximum force values: 0.0239; 0.0460; 0.0267 Eh/bohr.